{
  "formula": "BrHf",
  "method": "the ωB97M-V functional and the def2-TZVPD basis",
  "species": ["Hf", "Br"],
  "positions_angstrom": [[1.262, -0.956, 1.238], [-1.262, 0.956, -1.238]],
  "atomic_forces_ev_per_a": [[0.04, -0.03, 0.03], [-0.04, 0.03, -0.03]],
  "mulliken_charge": [2.24, 0.76],
  "relative_energy_kj_mol": 518.4,
  "total_charge": 3,
  "homo_ev": -25.5
}